Entry 1:
{"formula": "C8H11F2NO", "method": "the ωB97M-V functional and the def2-TZVPD basis", "elements": ["C", "C", "C", "C", "C", "C", "C", "C", "N", "O", "F", "F", "H", "H", "H", "H", "H", "H", "H", "H", "H", "H", "H"], "positions_angstrom": [[-0.138595, 2.536064, 1.891936], [0.178586, 1.168153, 2.025947], [0.385772, 2.932169, 0.700237], [0.895833, 0.817978, 0.897178], [-1.515508, -0.983099, -0.000282], [1.401307, -0.433274, 0.468685], [-0.111997, -0.422619, -2.043759], [-0.312755, -1.295006, -0.835925], [-0.052967, -2.639142, -1.052229], [1.008044, 1.905034, 0.087295], [1.037323, -0.736965, -2.692665], [-1.108961, -0.610422, -2.965902], [-0.688119, 3.135782, 2.590813], [-0.060428, 0.523616, 2.846830], [0.388669, 3.875979, 0.193517], [-1.501975, -1.575603, 0.910385], [-1.527134, 0.071232, 0.273020], [-2.431109, -1.207345, -0.548621], [1.450834, -1.215572, 1.205508], [2.156591, -0.434307, -0.296440], [-0.090739, 0.647842, -1.801714], [-0.121227, -3.224339, -0.233358], [0.758556, -2.836157, -1.620455]], "forces_ev_per_angstrom": [[0.07, 0.41, -0.47], [0.57, -0.37, -0.64], [-0.51, 0.39, 0.67], [-0.43, 0.26, 1.28], [0.21, 0.12, -0.30], [-2.04, -0.96, -2.08], [-0.16, 0.50, 0.21], [1.73, 0.65, 1.45], [-0.10, 0.01, -0.19], [0.25, -0.29, -0.25], [0.41, -0.21, -0.05], [-0.26, -0.11, 0.02], [-0.06, 0.20, 0.03], [-0.02, -0.19, 0.15], [0.06, 0.10, -0.14], [-0.02, -0.05, 0.14], [-0.01, -0.01, 0.06], [-0.06, -0.05, -0.07], [0.04, -0.12, 0.15], [0.33, 0.00, -0.04], [-0.01, -0.29, 0.08], [0.02, 0.02, -0.09], [-0.03, 0.00, 0.09]], "orbital_gap_ev": [7.57, 7.57], "molar_mass_g_mol": 175.18, "e_tot_ha": -641.08638, "relative_energy_kj_mol": 21.55, "e_lumo_ev": [0.63, 0.63], "e_homo_ev": [-6.95, -6.95]}

Entry 2:
{"formula": "C8H11KN3", "method": "the ωB97M-V functional and the def2-TZVPD basis", "elements": ["K", "N", "C", "C", "C", "C", "C", "N", "H", "H", "H", "H", "H", "H", "C", "C", "C", "N", "H", "H", "H", "H", "H"], "positions_angstrom": [[-0.095626, -0.100600, -0.098665], [1.979018, 0.904404, 3.006538], [0.808243, 0.359940, 3.476601], [0.531934, 0.367421, 4.852101], [-0.654505, -0.159134, 5.292271], [-1.560125, -0.688321, 4.369023], [-1.201690, -0.641351, 3.045663], [-0.048543, -0.126541, 2.575516], [2.716545, 1.099050, 3.661941], [2.318279, 0.590995, 2.113487], [1.249336, 0.776419, 5.550386], [-0.879571, -0.169319, 6.350826], [-2.505685, -1.114851, 4.666245], [-1.891482, -1.044026, 2.308138], [-1.620678, 5.478760, -1.594234], [-2.393142, 4.195419, -1.871525], [-1.675096, 2.990517, -1.406308], [-1.109800, 2.060041, -1.043926], [-2.199006, 6.326122, -1.957528], [-0.660011, 5.480339, -2.105262], [-1.453296, 5.615784, -0.527757], [-2.585092, 4.045470, -2.934984], [-3.364001, 4.179709, -1.373448]], "forces_ev_per_angstrom": [[0.12, -0.31, -0.03], [0.14, 0.08, -0.15], [0.09, 0.02, 0.02], [0.00, 0.01, 0.01], [-0.14, -0.07, 0.05], [0.16, 0.10, 0.01], [-0.08, -0.03, -0.11], [-0.04, -0.13, 0.33], [-0.09, -0.02, 0.11], [-0.08, -0.03, 0.01], [0.03, 0.01, -0.04], [-0.01, 0.00, -0.01], [0.00, -0.01, 0.03], [0.08, 0.03, -0.07], [-0.01, 0.15, -0.02], [0.08, -0.66, 0.12], [-0.14, 0.38, -0.13], [-0.18, 0.33, -0.15], [0.01, 0.00, 0.00], [0.01, -0.02, 0.01], [0.02, -0.02, 0.00], [0.04, 0.09, -0.02], [0.01, 0.10, 0.02]], "orbital_gap_ev": 8.53, "molar_mass_g_mol": 188.30, "e_tot_ha": -1075.49877, "relative_energy_kj_mol": 2.76, "e_lumo_ev": -3.00, "e_homo_ev": -11.54, "total_charge": 1}

Entry 3:
{"formula": "C8H11MnOP", "method": "the ωB97M-V functional and the def2-TZVPD basis", "elements": ["O", "P", "C", "C", "C", "C", "C", "C", "C", "C", "H", "H", "H", "H", "H", "H", "H", "H", "H", "H", "H", "Mn"], "positions_angstrom": [[3.256763, -1.475235, 0.885631], [2.952099, 0.151283, 0.972317], [1.686129, 0.461538, -0.400987], [0.506485, 1.398524, 0.083838], [-0.758992, 0.544224, 0.134555], [-1.301750, 0.102747, -1.128523], [-2.404325, -0.687861, -1.112366], [-2.969086, -1.020863, 0.149150], [-2.427207, -0.588612, 1.399830], [-1.317332, 0.204780, 1.394814], [2.425123, -1.969328, 0.891553], [4.109966, 0.832564, 0.494141], [1.290780, -0.523237, -0.712128], [2.150088, 0.955991, -1.308243], [0.321398, 2.209616, -0.638520], [0.713087, 1.831793, 1.068339], [-0.807798, 0.410623, -2.049392], [-2.796110, -1.036940, -2.067744], [-3.864877, -1.648351, 0.143064], [-2.852933, -0.872277, 2.362191], [-0.858929, 0.561610, 2.317299], [2.947420, 0.157409, -2.878819]], "forces_ev_per_angstrom": [[0.29, 1.80, -0.49], [-0.68, -1.07, -0.31], [0.24, -0.41, 0.88], [-1.07, -0.28, -0.70], [0.29, 0.19, -0.24], [1.44, 0.94, 2.10], [-0.80, -0.59, 0.83], [-0.09, -0.12, 0.28], [-1.16, -0.85, -1.22], [1.20, 0.57, -1.55], [-0.03, -0.27, 0.31], [0.05, -0.61, 0.04], [0.01, 0.36, 0.15], [0.34, 0.58, -0.34], [0.43, -0.19, 0.28], [0.19, -0.06, -0.31], [-0.19, 0.02, 0.05], [-0.30, -0.06, 0.50], [0.33, 0.22, 0.14], [-0.21, -0.08, -0.47], [-0.11, -0.04, -0.23], [-0.15, -0.05, 0.30]], "orbital_gap_ev": [3.26, 3.37], "molar_mass_g_mol": 209.09, "e_tot_ha": -1878.19292, "e_lumo_ev": [-11.52, -11.66], "e_homo_ev": [-14.78, -15.04], "spin_multiplicity": 6, "total_charge": 2}

Entry 4:
{"formula": "C8H11N", "method": "the ωB97M-V functional and the def2-TZVPD basis", "elements": ["C", "C", "C", "C", "C", "N", "H", "H", "H", "H", "H", "C", "C", "C", "H", "H", "H", "H", "H", "H"], "positions_angstrom": [[-0.402193, -0.959379, -2.479932], [-1.372452, -0.722630, -1.356607], [-1.329060, -1.352792, -0.209618], [-1.113291, -1.634160, 1.041939], [-0.531878, -0.645747, 1.941851], [-0.305398, -0.175244, 2.972145], [-0.236680, -0.027378, -3.023048], [0.558346, -1.303189, -2.089099], [-0.809519, -1.687872, -3.185706], [-2.299415, -0.230413, -1.637892], [-1.267855, -2.614604, 1.474529], [1.875509, 0.211546, 0.478336], [0.763582, 0.928341, 0.375795], [0.493574, 2.191991, 1.126863], [2.570141, 0.377579, 1.284224], [2.070943, -0.648239, -0.141132], [0.097407, 0.754879, -0.519845], [0.829030, 3.055843, 0.552616], [-0.576878, 2.301769, 1.299965], [0.986087, 2.179700, 2.094617]], "forces_ev_per_angstrom": [[0.34, 0.36, 0.20], [-0.87, -1.44, -0.28], [0.11, 0.99, -0.65], [0.69, 0.21, 0.12], [-0.94, -1.26, 1.28], [0.11, 0.25, -0.44], [0.04, -0.04, -0.03], [-0.11, -0.09, -0.17], [0.08, 0.03, 0.10], [-0.02, 0.16, 0.19], [-0.21, 0.09, 0.05], [-0.38, -0.19, 0.21], [0.35, 0.83, -2.22], [-0.32, -0.26, 0.23], [0.20, 0.12, 0.19], [0.01, -0.09, -0.24], [0.80, 0.15, 1.33], [0.04, 0.02, -0.03], [-0.02, 0.10, 0.07], [0.10, 0.08, 0.08]], "smiles": "CC=C=CC#N.C=CC", "orbital_gap_ev": 9.95, "molar_mass_g_mol": 121.18, "e_tot_ha": -366.05760, "relative_energy_kj_mol": 211.26, "e_lumo_ev": 0.64, "e_homo_ev": -9.30}

Entry 5:
{"formula": "C8H11N", "method": "the ωB97M-V functional and the def2-TZVPD basis", "elements": ["C", "C", "N", "C", "C", "C", "C", "C", "C", "H", "H", "H", "H", "H", "H", "H", "H", "H", "H", "H"], "positions_angstrom": [[-1.499572, -1.945127, 0.601041], [-1.584490, -0.743863, -0.015125], [-2.750501, -0.118707, -0.365872], [-2.583342, 1.207148, -0.367942], [-1.288766, 1.625953, -0.233289], [-0.573007, 0.379239, -0.065023], [0.922293, 0.249932, 0.126759], [1.598770, -1.069898, 0.163703], [1.865816, 1.500458, 0.065769], [-2.362230, -2.613588, 0.917418], [-0.619328, -2.389075, 0.967358], [-3.626479, -0.589695, -0.162127], [-3.498960, 1.828686, -0.568732], [-0.940061, 2.647597, -0.132379], [2.206251, -1.122485, -0.761847], [2.142946, -1.220221, 1.132957], [0.934276, -1.848238, 0.006891], [2.102062, 1.821928, 1.094861], [2.866254, 1.192905, -0.355912], [1.249003, 2.164501, -0.470591]], "forces_ev_per_angstrom": [[-1.85, -0.73, 0.06], [1.71, -0.09, 1.51], [-1.30, -2.05, -0.07], [-1.02, 3.82, -0.72], [-1.58, -1.04, 0.24], [6.73, -1.00, 0.99], [-4.52, 1.12, -0.91], [1.02, 1.07, 0.05], [-0.20, -2.96, 1.17], [0.64, 1.28, -1.00], [1.11, 0.09, 0.17], [0.24, 0.47, -0.19], [1.19, -0.57, 0.37], [-0.05, -0.36, -0.29], [0.60, 0.07, 0.82], [-0.03, 0.01, -1.05], [-1.35, -1.50, 0.09], [-0.33, 0.24, -0.37], [-1.25, 0.57, -0.13], [0.25, 1.57, -0.73]], "smiles": "C=c1[nH]ccc1=C(C)C", "orbital_gap_ev": 7.16, "molar_mass_g_mol": 121.18, "e_tot_ha": -366.08689, "relative_energy_kj_mol": 134.33, "e_lumo_ev": 0.57, "e_homo_ev": -6.59}

Entry 6:
{"formula": "C8H11N3O", "method": "the ωB97M-V functional and the def2-TZVPD basis", "elements": ["C", "C", "C", "C", "C", "C", "C", "C", "N", "N", "N", "O", "H", "H", "H", "H", "H", "H", "H", "H", "H", "H", "H"], "positions_angstrom": [[-2.807276, -1.292156, -0.111416], [-0.019163, -0.193753, 1.867002], [-1.105499, -0.919849, 1.615171], [-0.186348, 1.110782, -0.323298], [0.238145, 1.077590, 1.132750], [-2.173208, -0.419863, 0.737794], [-0.257239, -0.109808, -1.061611], [1.917714, -0.932908, -0.650026], [-3.262357, -1.818796, -1.052180], [-0.697235, 2.274989, -0.687895], [-1.045259, -0.141656, -2.227405], [0.513082, -1.185406, -0.804869], [0.737279, -0.556969, 2.502622], [-1.399513, -1.724310, 2.099970], [-0.401372, 1.840086, 1.565780], [1.187907, 1.551599, 1.190252], [-2.776815, 0.510169, 0.752731], [2.306210, -0.111074, -1.246002], [2.311953, -1.647006, -1.288169], [2.302304, -1.042338, 0.361323], [-0.975829, 2.185894, -1.631536], [-1.156383, -1.052291, -2.577671], [-1.656484, 0.609869, -2.303353]], "forces_ev_per_angstrom": [[-0.72, -0.89, -1.96], [0.07, -0.18, -0.80], [-0.18, 4.74, -1.44], [-1.39, 1.78, 0.91], [-0.96, 0.27, -0.29], [0.28, 0.49, -0.16], [-1.51, 0.13, -1.78], [-0.13, 0.17, -0.55], [0.19, 0.01, 0.87], [1.23, -1.73, 0.95], [3.97, -0.48, 2.86], [-0.69, 1.10, -0.22], [0.68, -0.42, 0.93], [-0.46, -4.17, 2.29], [-0.28, 0.24, 0.12], [1.31, -0.28, 0.41], [1.20, -0.13, 0.51], [-0.58, 1.17, 0.77], [1.12, -2.29, -0.55], [-0.32, 0.32, -0.01], [-0.33, 0.43, -1.55], [-0.86, -0.90, -0.81], [-1.62, 0.63, -0.48]], "orbital_gap_ev": [7.69, 6.20], "molar_mass_g_mol": 165.20, "e_tot_ha": -550.76760, "relative_energy_kj_mol": 414.67, "e_lumo_ev": [-0.30, -0.96], "e_homo_ev": [-7.99, -7.16]}

Entry 7:
{"formula": "C8H11N3O", "method": "the ωB97M-V functional and the def2-TZVPD basis", "elements": ["C", "C", "C", "C", "C", "C", "C", "C", "N", "N", "N", "O", "H", "H", "H", "H", "H", "H", "H", "H", "H", "H", "H"], "positions_angstrom": [[3.009231, -0.902070, -0.195609], [2.796476, 0.356724, -0.732347], [2.038490, -1.467892, 0.616447], [1.622045, 1.035513, -0.483513], [0.869869, -0.790517, 0.893059], [0.630002, 0.476709, 0.338723], [-2.722961, -1.927910, -0.443153], [-0.780234, 2.446382, 0.196587], [-1.736997, -0.946521, -0.069189], [-0.488504, 1.154638, 0.723852], [-2.056517, 0.171000, 0.236633], [-3.042079, 0.844567, 0.338750], [3.926270, -1.433784, -0.398025], [3.555900, 0.816136, -1.350416], [2.204643, -2.442608, 1.053637], [1.488784, 2.022086, -0.901828], [0.128462, -1.226013, 1.544571], [-2.674746, -2.743484, 0.278648], [-2.442394, -2.319150, -1.420507], [-3.734411, -1.514958, -0.474172], [-0.671496, 2.518925, -0.890286], [-1.803005, 2.693597, 0.475091], [-0.116827, 3.178623, 0.663036]], "forces_ev_per_angstrom": [[0.02, 0.01, -0.04], [0.20, -0.11, -0.06], [0.03, -0.13, -0.01], [-0.40, 0.12, 0.00], [-0.04, 0.10, 0.03], [0.89, -0.48, -0.24], [-0.66, -0.01, -0.05], [0.01, 0.24, -0.24], [0.50, -0.63, -0.21], [-2.60, -0.81, 0.32], [2.92, 1.64, 0.54], [-0.91, -0.03, -0.02], [0.10, -0.04, -0.01], [0.02, 0.02, -0.02], [0.00, -0.05, 0.02], [-0.05, 0.05, 0.00], [0.04, 0.06, 0.08], [-0.03, -0.01, -0.04], [-0.04, -0.01, 0.04], [0.03, -0.05, -0.01], [-0.03, 0.06, -0.10], [0.03, 0.07, -0.03], [-0.02, -0.03, 0.06]], "orbital_gap_ev": [8.07, 8.07], "molar_mass_g_mol": 165.20, "e_tot_ha": -550.78967, "relative_energy_kj_mol": 356.72, "e_lumo_ev": [0.04, 0.04], "e_homo_ev": [-8.03, -8.03]}

Entry 8:
{"formula": "C8H11N3O2", "method": "the ωB97M-V functional and the def2-TZVPD basis", "elements": ["N", "C", "C", "N", "C", "C", "C", "C", "C", "C", "N", "O", "O", "H", "H", "H", "H", "H", "H", "H", "H", "H", "H", "H"], "positions_angstrom": [[-0.764494, -2.625596, -2.352597], [0.581575, -2.159456, -2.279863], [1.032232, -1.227675, -1.115146], [0.058090, -0.045694, -0.983491], [-0.003626, 0.879896, 0.060892], [0.549069, 2.071021, 0.020026], [0.690314, 3.016367, 1.140488], [0.023557, 2.627238, 2.282381], [-0.687652, 1.455678, 2.425526], [-0.682027, 0.529758, 1.357786], [-1.528216, -0.642042, 1.573561], [-2.470294, -0.507876, 2.330467], [-1.391998, -1.642025, 0.880612], [-1.224947, -1.806405, -1.959000], [-0.768747, -3.393384, -1.624702], [1.380438, -2.947325, -2.276486], [0.616977, -1.613494, -3.185839], [0.887170, -1.877756, -0.107684], [2.114734, -0.990818, -1.132496], [0.042864, 0.531473, -1.848037], [1.254739, 2.357565, -0.823237], [1.110970, 3.949135, 1.023476], [0.103583, 3.168871, 3.227678], [-0.924310, 0.892546, 3.365686]], "forces_ev_per_angstrom": [[0.07, -1.66, 2.47], [2.49, 0.63, 0.05], [-2.00, -1.14, 3.08], [0.56, -0.06, -2.20], [-2.09, -4.50, 3.30], [4.06, 5.38, 0.18], [-3.25, -4.24, -1.21], [0.57, 1.22, 1.78], [0.94, -3.82, -1.15], [0.68, 2.16, -0.94], [-0.82, -0.50, -1.42], [0.18, 0.12, 0.60], [0.74, 0.34, 0.25], [-0.96, -0.48, 0.17], [-0.98, 1.17, -0.88], [-0.95, 0.34, -0.38], [1.17, 0.89, -1.14], [0.26, 1.61, -2.13], [-0.62, 0.33, -0.37], [0.33, -0.95, 0.56], [-1.35, -0.62, 0.61], [1.20, 1.64, -0.21], [0.13, 0.42, -0.48], [-0.37, 1.71, -0.55]], "smiles": "NCCNc1ccccc1[N+](=O)[O-]", "orbital_gap_ev": 8.53, "molar_mass_g_mol": 181.19, "e_tot_ha": -626.01334, "relative_energy_kj_mol": 270.56, "e_lumo_ev": -0.64, "e_homo_ev": -9.17}